No. 1
{
  "formula": "C3H5N2O2",
  "method": "the ωB97M-V functional and the def2-TZVPD basis",
  "elements": ["H", "N", "C", "C", "N", "O", "C", "O", "H", "H", "H", "H"],
  "positions_angstrom": [[-1.615466, -1.247363, -0.387923], [-1.989894, -0.340992, -0.781020], [-1.293795, 0.655362, -0.338832], [-0.269074, 0.521530, 0.666660], [0.644088, -0.649142, 0.327580], [0.116827, -1.908392, 0.270509], [1.748300, -0.290362, -0.303121], [2.189740, 0.857562, -0.359559], [-1.442890, 1.614659, -0.687606], [0.398567, 1.372806, 0.673482], [-0.625302, 0.559884, 1.760008], [2.138895, -1.145557, -0.840181]],
  "forces_ev_per_a": [[-0.0405, 1.0285, -0.0279], [0.7488, 0.8967, 0.0740], [-1.8194, -3.8816, -0.1468], [2.4322, -0.8984, 2.5249], [-1.7651, 1.0685, 0.8659], [0.0947, 0.3318, 0.0702], [-0.7979, -0.3860, -0.1143], [0.9879, 0.7650, -0.2537], [-0.7670, 2.1201, -1.0238], [0.1590, 0.2698, -0.3774], [0.0630, -0.8471, -1.4522], [0.7044, -0.4675, -0.1390]],
  "largest_force_ev_per_a": 4.29,
  "de_lowest_kj_mol": 90.53,
  "orbital_gap_ev": 6.87,
  "total_energy_ev": -10265.64791,
  "total_charge": -1
}


No. 2
{
  "formula": "C26H32N2O2",
  "method": "the ωB97M-V functional and the def2-TZVPD basis",
  "elements": ["C", "C", "C", "N", "C", "C", "C", "C", "C", "O", "C", "N", "C", "C", "C", "C", "C", "O", "C", "C", "C", "C", "C", "C", "C", "C", "C", "C", "C", "C", "H", "H", "H", "H", "H", "H", "H", "H", "H", "H", "H", "H", "H", "H", "H", "H", "H", "H", "H", "H", "H", "H", "H", "H", "H", "H", "H", "H", "H", "H", "H", "H"],
  "positions_angstrom": [[-5.673653, -0.756533, -2.557400], [-5.014487, -0.329490, -1.252461], [-4.392617, 1.062813, -1.375389], [-3.707337, 1.451486, -0.145578], [-4.616386, 2.041020, 0.830046], [-4.204699, 1.720905, 2.268140], [-4.421038, 0.249318, 2.598710], [-2.528041, 2.270216, -0.387689], [-1.260610, 1.404809, -0.552392], [-1.370730, 0.468654, -1.588575], [-0.932326, 0.709742, 0.790465], [0.050837, -0.320791, 0.623555], [1.387936, -0.120002, 0.530727], [2.046107, -1.304108, 0.264198], [3.445635, -1.525421, 0.103155], [4.416013, -0.590803, 0.134553], [5.815684, -0.966132, -0.036800], [6.192365, -2.127082, -0.084592], [6.794505, 0.155985, -0.127256], [6.487299, 1.363563, -0.747801], [7.438520, 2.364326, -0.829646], [8.698790, 2.175813, -0.286151], [9.015304, 0.973003, 0.324247], [8.071953, -0.034216, 0.393633], [1.019352, -2.306218, 0.171204], [1.034004, -3.675803, -0.077018], [-0.164765, -4.354473, -0.101765], [-1.375339, -3.695213, 0.119037], [-1.417719, -2.339819, 0.368434], [-0.212746, -1.648407, 0.391224], [-6.460367, -0.057999, -2.834158], [-4.942749, -0.784905, -3.362540], [-6.113019, -1.745870, -2.457162], [-4.237123, -1.049343, -0.986333], [-5.754242, -0.335136, -0.450075], [-3.670708, 1.052267, -2.193990], [-5.176015, 1.791227, -1.641307], [-4.683994, 3.133300, 0.698038], [-5.612629, 1.628442, 0.662085], [-4.798740, 2.337143, 2.945801], [-3.155823, 1.983321, 2.416265], [-4.017795, 0.009610, 3.579614], [-3.934523, -0.378920, 1.857487], [-5.482412, 0.011707, 2.596617], [-2.365849, 2.936373, 0.462073], [-2.646623, 2.894119, -1.285579], [-0.425070, 2.050913, -0.845171], [-2.056475, -0.166171, -1.346254], [-1.848654, 0.264063, 1.181080], [-0.565256, 1.452508, 1.503779], [1.797277, 0.861680, 0.676081], [3.754313, -2.548296, -0.073729], [4.189761, 0.449967, 0.306462], [5.515048, 1.511364, -1.195071], [7.197235, 3.296003, -1.321153], [9.435829, 2.963451, -0.346084], [10.000560, 0.820288, 0.740057], [8.304510, -0.983011, 0.854191], [1.965336, -4.193938, -0.246617], [-0.175464, -5.416947, -0.294219], [-2.295944, -4.259425, 0.093734], [-2.362181, -1.844934, 0.545263]],
  "forces_ev_per_a": [[0.0310, -0.0030, 0.2235], [-0.0411, 0.2674, -0.3182], [-0.1216, -0.3413, 0.0663], [0.0796, 0.0724, -0.1238], [0.1429, 0.0537, 0.3314], [-0.2304, -0.1244, -0.2095], [0.0989, 0.2346, 0.0483], [0.3816, -0.2383, -0.1492], [-0.1346, 0.3872, 0.5412], [-0.1343, -0.2187, -0.2596], [-0.2233, 0.3892, -0.4476], [0.1144, -0.0685, 0.1548], [0.4124, -0.3464, -0.0694], [-0.6289, 0.3660, 0.1033], [0.6885, 0.3649, -0.0545], [-0.6038, -0.4032, 0.0010], [0.1699, -0.3267, -0.0373], [0.0009, 0.2255, 0.0403], [0.3795, 0.0636, -0.0476], [-0.0557, -0.1459, 0.0852], [0.0383, 0.1390, -0.0489], [0.0078, 0.0565, -0.0335], [0.0618, -0.0058, 0.0257], [-0.1198, -0.0789, -0.0056], [-0.2624, 0.3376, 0.0627], [-0.0816, -0.0334, 0.0054], [0.1424, -0.1733, -0.0411], [-0.1332, 0.0785, 0.0066], [-0.1794, 0.0509, 0.0199], [0.2893, -0.5068, -0.0437], [-0.1027, 0.0392, -0.0906], [0.0371, -0.0187, -0.1301], [-0.0658, -0.0770, -0.0798], [0.0570, 0.0022, 0.1129], [0.0405, -0.0424, 0.1090], [-0.0523, 0.0524, 0.0203], [0.0538, 0.0136, -0.0300], [-0.0546, -0.0689, -0.0834], [-0.0435, 0.0381, -0.0257], [0.0776, 0.0770, 0.0444], [0.0465, 0.1101, 0.0404], [0.0072, -0.1064, 0.0807], [0.0572, -0.1391, -0.0746], [-0.1232, -0.0730, 0.0045], [-0.0200, 0.0631, 0.0155], [-0.0125, 0.0226, 0.0877], [-0.0611, -0.0238, 0.0908], [0.0215, -0.0700, -0.0258], [0.0682, 0.0360, 0.0555], [-0.0676, -0.0733, 0.0285], [0.0555, 0.2033, 0.0309], [0.1163, -0.0703, -0.0116], [-0.0712, 0.1209, 0.0023], [-0.0976, 0.0163, -0.0034], [-0.0136, 0.0529, -0.0403], [0.0494, 0.0572, -0.0033], [0.0645, -0.0125, 0.0392], [0.0126, -0.0772, 0.0176], [0.0968, -0.0794, -0.0257], [0.0191, -0.0855, -0.0169], [-0.0784, -0.0271, 0.0069], [-0.1059, 0.0672, 0.0282]],
  "largest_force_ev_per_a": 0.78,
  "de_lowest_kj_mol": 226.50,
  "orbital_gap_ev": 7.66,
  "total_energy_ev": -34556.42217
}


No. 3
{
  "formula": "C45H39GeNOPReS",
  "method": "the ωB97M-V functional and the def2-TZVPD basis",
  "elements": ["Re", "C", "C", "C", "C", "C", "C", "C", "P", "C", "C", "C", "C", "C", "C", "C", "C", "C", "C", "C", "C", "C", "C", "H", "H", "H", "H", "H", "H", "H", "H", "H", "H", "H", "H", "H", "H", "H", "H", "H", "H", "H", "H", "O", "N", "C", "C", "C", "C", "C", "S", "H", "H", "H", "H", "C", "Ge", "C", "C", "C", "C", "C", "C", "C", "C", "C", "C", "C", "C", "C", "C", "C", "C", "C", "C", "H", "H", "H", "H", "H", "H", "H", "H", "H", "H", "H", "H", "H", "H", "H"],
  "positions_angstrom": [[0.535426, 1.376714, 0.499487], [-3.359282, 1.348131, -2.002855], [-3.095784, -0.086659, -1.650237], [-3.603347, -1.072543, -2.493658], [-3.415014, -2.420765, -2.245834], [-2.705786, -2.831773, -1.129102], [-2.190033, -1.879726, -0.270858], [-2.374078, -0.516488, -0.525181], [-1.682683, 0.536845, 0.762194], [-2.354206, -0.047843, 2.322553], [-3.717224, -0.372078, 2.291738], [-4.374711, -0.760441, 3.440662], [-3.664551, -0.845002, 4.630730], [-2.312267, -0.555745, 4.656266], [-1.625707, -0.154538, 3.511354], [-0.155055, 0.116626, 3.626807], [-2.019534, 2.323329, 0.602618], [-3.007567, 2.856397, 1.445294], [-3.209381, 4.215161, 1.533230], [-2.366162, 5.089583, 0.853008], [-1.330482, 4.594984, 0.095173], [-1.148269, 3.214501, -0.094141], [0.039462, 2.806258, -0.918389], [-3.943446, 1.395576, -2.919156], [-2.438928, 1.906967, -2.175342], [-3.920517, 1.870745, -1.228137], [-4.166352, -0.767331, -3.365556], [-3.831811, -3.152286, -2.924634], [-2.556121, -3.880760, -0.920956], [-1.652711, -2.205141, 0.612861], [-4.263004, -0.328882, 1.356077], [-5.426477, -1.005077, 3.407927], [-4.163626, -1.153347, 5.538108], [-1.764352, -0.655973, 5.583433], [0.266346, -0.454650, 4.452664], [0.043684, 1.175339, 3.813075], [0.392338, -0.195153, 2.732560], [-3.638954, 2.189282, 2.015334], [-4.020903, 4.599249, 2.134684], [-2.520288, 6.157406, 0.924625], [-0.659191, 5.276453, -0.409368], [0.739244, 3.637963, -1.004487], [-0.173312, 2.393243, -1.901180], [0.837042, 2.850867, 1.990282], [1.949482, 2.851954, 2.711251], [2.066603, 3.781684, 3.685656], [3.204125, 3.823800, 4.447111], [4.224112, 2.902446, 4.202432], [4.077162, 1.966825, 3.205813], [2.908630, 1.948945, 2.444672], [2.677401, 0.834434, 1.122147], [1.216487, 4.439179, 3.781490], [3.292375, 4.569110, 5.222619], [5.127490, 2.923819, 4.794291], [4.849685, 1.244540, 2.988994], [0.711473, 0.134541, -0.702657], [1.438672, -1.383026, -1.801549], [3.336329, -1.007797, -1.564948], [4.151241, -1.849461, -0.817393], [5.490900, -1.544961, -0.627907], [6.024487, -0.392208, -1.183726], [5.221392, 0.453219, -1.937098], [3.886159, 0.143239, -2.127323], [0.768581, -1.163760, -3.599426], [-0.235184, -0.257563, -3.918089], [-0.682388, -0.127060, -5.223630], [-0.127752, -0.911943, -6.223938], [0.877277, -1.817948, -5.919073], [1.328181, -1.939203, -4.614996], [0.916364, -3.011317, -0.886562], [1.057799, -3.133325, 0.494732], [0.692221, -4.301979, 1.142644], [0.196250, -5.371849, 0.408228], [0.069396, -5.268025, -0.967994], [0.420473, -4.090556, -1.611280], [3.745260, -2.755773, -0.384008], [6.121247, -2.213713, -0.058475], [7.071521, -0.160053, -1.046467], [5.642352, 1.342446, -2.385572], [3.271024, 0.801517, -2.731923], [-0.680500, 0.352839, -3.142522], [-1.459120, 0.586759, -5.463728], [-0.474631, -0.814225, -7.243202], [1.314779, -2.424405, -6.699975], [2.127866, -2.638976, -4.397907], [1.463948, -2.312324, 1.079505], [0.805927, -4.388276, 2.214853], [-0.078987, -6.289776, 0.908780], [-0.304696, -6.104790, -1.541706], [0.296157, -4.016425, -2.685817]],
  "forces_ev_per_a": [[-0.3714, 0.5156, 0.4030], [-0.0336, 0.1223, -0.0456], [0.0320, -0.0992, -0.0433], [0.0341, 0.0482, 0.0245], [-0.0143, -0.0421, -0.0188], [0.0288, 0.0087, 0.0482], [-0.0054, -0.0328, 0.0107], [-0.0320, 0.0560, 0.1311], [0.0433, -0.2200, 0.0211], [-0.0836, 0.0433, -0.1556], [-0.0643, -0.0335, -0.0520], [-0.0003, 0.0013, 0.0000], [-0.0051, 0.0159, -0.0144], [0.0193, -0.0311, -0.0604], [-0.0269, -0.0069, 0.1063], [0.1391, 0.0317, 0.0044], [0.2004, -0.0208, -0.1102], [-0.0294, 0.0445, 0.0900], [-0.0301, -0.1048, 0.0329], [0.1029, 0.0575, -0.0714], [-0.0912, -0.0167, 0.0922], [0.0659, 0.0278, -0.0709], [0.0017, 0.0870, -0.2206], [-0.0066, 0.0227, -0.0056], [0.0336, 0.0207, -0.0021], [-0.0054, 0.0031, 0.0128], [-0.0117, 0.0163, -0.0207], [-0.0068, -0.0136, -0.0115], [0.0009, -0.0264, 0.0137], [0.0154, 0.0045, 0.0014], [0.0063, 0.0085, 0.0042], [-0.0266, -0.0061, -0.0046], [-0.0202, -0.0160, 0.0393], [0.0234, -0.0009, 0.0335], [-0.0037, 0.0383, 0.0461], [-0.0112, -0.0431, -0.0330], [-0.0109, -0.0032, -0.0178], [-0.0099, 0.0008, -0.0199], [-0.0299, 0.0045, 0.0213], [0.0058, 0.0198, 0.0011], [0.0083, 0.0090, -0.0248], [-0.0590, -0.0379, -0.0094], [0.0235, -0.0116, 0.0905], [-0.1677, -0.0163, -0.0745], [0.2504, 0.0151, 0.1392], [0.1450, -0.0031, 0.0787], [-0.1338, 0.0175, -0.0664], [0.0200, 0.0085, 0.0329], [-0.0611, 0.0180, -0.0335], [0.0024, 0.0348, 0.0427], [0.0647, -0.0415, 0.0189], [0.0061, 0.0203, 0.0212], [-0.0053, 0.0162, 0.0148], [0.0284, -0.0005, 0.0177], [0.0248, -0.0440, -0.0219], [0.0721, -0.5369, -0.3977], [0.0756, -0.0036, 0.0307], [-0.1987, 0.0342, -0.1197], [-0.0737, -0.1679, 0.1165], [0.0645, 0.0119, 0.0091], [0.0326, -0.0058, 0.0119], [0.0552, 0.0270, -0.0025], [-0.1221, 0.0940, -0.0867], [0.1981, -0.1222, 0.0813], [-0.0717, 0.0599, 0.0541], [-0.0062, -0.0184, -0.0428], [-0.0412, 0.0372, -0.0099], [0.0071, -0.0140, -0.0512], [0.0489, -0.0343, 0.0260], [0.0175, 0.0762, -0.0838], [0.0532, 0.1178, 0.0679], [-0.0265, -0.0590, 0.0158], [0.0053, -0.0103, 0.0385], [-0.0211, -0.0497, 0.0022], [-0.0006, 0.0585, -0.1141], [0.0013, -0.0271, 0.0073], [0.0160, -0.0263, 0.0212], [0.0332, 0.0051, 0.0110], [0.0038, 0.0264, -0.0206], [-0.0187, 0.0160, -0.0218], [-0.0641, 0.0578, 0.0845], [-0.0220, 0.0148, -0.0013], [-0.0086, 0.0075, -0.0234], [0.0102, -0.0132, -0.0119], [0.0073, -0.0065, 0.0141], [0.0101, 0.0267, -0.0046], [0.0064, -0.0007, 0.0279], [-0.0086, -0.0236, 0.0174], [-0.0098, -0.0274, -0.0192], [0.0063, 0.0101, -0.0114]],
  "largest_force_ev_per_a": 0.75,
  "orbital_gap_ev": 6.87,
  "total_energy_ev": -129590.34572,
  "total_charge": 2
}


No. 4
{
  "formula": "C5H14N",
  "method": "the ωB97M-V functional and the def2-TZVPD basis",
  "elements": ["C", "C", "N", "H", "H", "H", "H", "H", "H", "C", "C", "C", "H", "H", "H", "H", "H", "H", "H", "H"],
  "positions_angstrom": [[2.390874, 0.327994, -1.216601], [2.944845, 1.516357, -1.079580], [1.226096, -0.044961, -0.404096], [2.702534, -0.441424, -1.906714], [3.755134, 1.841319, -1.714925], [2.681065, 2.196361, -0.276017], [1.204117, -1.033986, -0.138772], [1.114511, 0.512667, 0.449211], [0.361997, 0.127527, -0.927264], [-2.010068, -1.385020, -0.181440], [-1.402700, -0.804835, 1.111894], [-1.531326, 0.711591, 1.164797], [-3.047455, -1.072444, -0.290457], [-1.969495, -2.471423, -0.191756], [-1.473792, -0.977768, -1.047859], [-0.385444, -1.190730, 1.224985], [-1.915173, -1.229127, 1.977463], [-0.922133, 1.186815, 1.937128], [-1.178209, 1.157355, 0.219810], [-2.545372, 1.073741, 1.290196]],
  "forces_ev_per_a": [[0.4376, 0.4083, -0.0918], [0.1183, -0.1881, 0.3392], [-0.3723, -0.0267, 0.1127], [-0.1506, 0.0640, -0.1364], [0.0589, -0.1918, -0.0602], [-0.2670, 0.0535, -0.1653], [0.1341, 0.0945, 0.0045], [0.2372, -0.0446, -0.0064], [-0.0838, -0.1508, -0.0679], [0.2335, 0.4267, 0.4850], [-0.8589, -0.4346, -0.0194], [0.9830, 0.3776, -0.4328], [-0.0250, -0.0368, 0.0023], [0.0382, -0.0184, -0.1208], [-0.0938, -0.2068, -0.1424], [0.1773, 0.2844, 0.0795], [-0.0576, -0.0266, -0.0455], [-0.0980, -0.1768, 0.2281], [-0.2072, 0.0182, 0.0053], [-0.2039, -0.2250, 0.0324]],
  "largest_force_ev_per_a": 1.14,
  "de_lowest_kj_mol": 128.64,
  "orbital_gap_ev": 11.95,
  "total_energy_ev": -6894.52866,
  "total_charge": 1
}